[1]
44
Properties=species:S:1:pos:R:3:forces:R:3:lowdin_charge:R:1 method="wB97M-V/def2-TZVPD" e_tot_ev=-47529.815 e_homo_ha=-0.2973 smiles="Nc1nc(CSC(=S)N2CCCCC2)nc(Nc2ccccc2)n1" gap_ha=0.324
H 3.928965 1.077680 -4.413652 0.0256 -0.0013 0.0077 0.10
C 1.512670 -0.438982 -1.959460 0.3473 0.1590 -0.1266 -0.44
H -0.231081 -0.353547 -3.193750 0.0455 -0.1070 0.1089 0.07
C 3.382049 -2.210248 1.450259 -0.3021 -0.2413 0.3881 -0.23
H 4.916261 -1.472655 0.310059 -0.2070 0.0130 -0.0420 0.14
C -4.596862 1.660816 -1.072924 -0.5552 -0.3173 0.0087 -0.19
H -2.749342 3.660145 1.681848 0.0638 0.0076 0.0368 0.11
C -2.369666 0.803394 -1.535273 0.2865 -0.0646 -0.1850 -1.04
N 1.976103 -1.009610 -0.859743 -0.0358 -0.2353 0.4348 0.17
H -6.159897 1.391676 0.381564 -0.0316 -0.0600 -0.0053 0.11
C 1.572436 -3.047658 2.786650 0.1250 -0.0656 0.1191 -0.08
C -5.072306 1.467969 0.367011 0.0100 0.2722 -0.1150 -0.17
H -5.087000 3.554575 0.895935 -0.0473 0.0683 0.0243 0.11
S -2.938250 -0.552278 -2.276767 -0.2335 -0.5154 -0.2182 0.67
N 3.907537 -1.547351 0.345809 0.5519 0.0817 -0.0646 0.13
N 4.143957 -0.446690 -1.612769 0.2942 0.0280 -0.0076 0.17
C -4.603926 2.634235 1.233441 0.1163 -0.2563 0.1173 -0.20
H -2.596133 1.904782 1.535854 0.0765 -0.0226 0.0349 0.12
C 2.469791 -3.564713 3.705611 -0.0833 -0.0674 0.1115 -0.10
H -1.609183 3.030599 -0.446295 -0.1164 0.1262 -0.0414 0.06
H -0.426042 -1.301004 -1.676228 0.1031 0.0571 -0.1267 0.05
H 2.114468 -4.091404 4.578376 -0.0265 -0.0433 0.0730 0.10
N -3.154942 1.792885 -1.098292 0.1510 0.0207 -0.0440 -0.21
H -5.030483 2.574156 -1.493385 0.0215 0.0037 -0.0064 0.13
H 5.346527 -2.603248 2.218457 0.1092 0.0108 -0.0190 0.11
H -4.659470 0.533449 0.751466 -0.0225 -0.0870 -0.0135 0.12
H -4.883836 0.811608 -1.693715 0.0578 0.2300 0.0483 0.06
H -3.161270 3.829928 -0.768131 0.1056 -0.0084 -0.0005 0.13
C -3.088703 2.787152 1.123608 -0.1459 0.1926 -0.1458 -0.17
H 1.321644 -1.970144 0.947401 -0.0289 -0.0417 0.0753 0.08
C 2.016145 -2.372953 1.664184 -0.1287 0.0574 -0.0890 -0.02
H 0.510880 -3.170513 2.942995 -0.0878 0.0008 -0.0050 0.10
H -4.889304 2.467468 2.273170 -0.0428 0.0794 0.0172 0.11
N 2.243366 0.124233 -2.901844 -0.2202 0.2003 -0.3643 0.17
C 4.284469 -2.728862 2.379199 -0.0168 0.0547 -0.0982 -0.04
C 3.565999 0.095870 -2.679246 -0.1167 -0.2490 0.3948 -0.46
C 3.304158 -0.992605 -0.726751 -0.0882 0.3031 -0.5770 -0.36
C 3.829137 -3.400721 3.496659 0.0056 0.0066 -0.0016 -0.10
H 4.539356 -3.798542 4.206625 0.0611 -0.0221 0.0414 0.10
N 4.353563 0.654291 -3.609658 0.1418 0.1009 -0.1528 0.16
H 5.347221 0.664240 -3.475090 -0.0184 0.0085 -0.0204 0.10
C 0.032568 -0.428478 -2.140009 -0.4091 0.1533 0.0359 -0.44
C -2.690051 2.935165 -0.345577 0.3199 0.1939 0.3898 -0.19
S -0.621524 1.045891 -1.297624 -0.0545 -0.0242 0.0022 0.94

[2]
15
Properties=species:S:1:pos:R:3:forces:R:3:lowdin_charge:R:1 method="wB97M-V/def2-TZVPD" e_tot_ev=-9408.715 de_lowest_kcal_mol=25.8 e_homo_ha=-0.3738 smiles="CC1(OC=O)CC1" gap_ha=0.410
H 3.057186 -0.677113 0.372503 -0.0325 0.0750 -0.1656 0.15
H -1.233584 1.667222 -0.800907 0.0924 -0.0958 0.1741 0.09
C -1.149996 -0.648160 1.051514 -0.0837 -0.0352 0.0959 -0.06
O 1.122386 -0.393649 0.555175 0.1688 0.0577 0.0765 0.01
H -2.071245 -0.201834 1.408907 0.1808 0.2530 -0.1857 0.11
H -0.610312 -2.006873 -0.678186 0.0456 0.1305 0.1236 0.11
O 2.299158 0.212415 -1.302523 -0.1417 -0.2663 0.3623 0.08
H -0.640489 -1.257015 1.796573 -0.2444 -0.0353 -0.2604 0.11
H -0.145632 2.162234 0.513463 0.0142 -0.0418 -0.0838 0.09
C 2.211693 -0.266097 -0.203467 0.1093 0.1359 -0.3090 -0.34
H -1.859803 -0.729127 -1.051132 0.2107 -0.0750 0.1442 0.11
C -0.180759 0.040953 0.139602 -0.1051 0.0890 -0.0163 -0.48
C -0.265188 1.474352 -0.328560 -0.0162 -0.0125 0.0609 0.00
C -1.046219 -1.052742 -0.402824 -0.0051 -0.1364 -0.1603 -0.06
H 0.512807 1.675436 -1.070141 -0.1931 -0.0429 0.1434 0.08

[3]
9
Properties=species:S:1:pos:R:3:forces:R:3:lowdin_charge:R:1 method="wB97M-V/def2-TZVPD" e_tot_ev=-21062.712 de_lowest_kcal_mol=0.0 e_homo_ha=-0.2096 charge=-1 gap_ha=0.354
O 2.011565 1.751137 0.022752 -0.0129 0.0187 0.0532 -0.33
O 0.046749 0.322958 1.110035 0.9080 0.0775 -0.2852 -0.15
C -0.837963 0.205263 0.101384 1.9086 1.2852 -2.8207 -0.40
O 2.192857 -0.852368 0.043272 -0.0480 0.0304 0.0617 -0.32
H -1.544660 1.037479 -0.024382 0.1481 -0.1939 0.0557 0.14
C -1.486104 -1.078045 0.003801 -0.1859 -0.6311 -0.0670 -0.16
N -2.000514 -2.099124 -0.039043 -0.3156 -0.3463 -0.0329 0.15
O 0.192159 0.311091 -1.183213 -1.5011 -0.2209 3.2298 -0.22
P 1.425907 0.401607 -0.034605 -0.9012 -0.0196 -0.1947 0.28

[4]
16
Properties=species:S:1:pos:R:3:forces:R:3:lowdin_charge:R:1 method="wB97M-V/def2-TZVPD" e_tot_ev=-26986.516 de_lowest_kcal_mol=110.1 e_homo_ha=-0.3208 gap_ha=0.158
O -1.865914 1.523767 0.495106 0.7369 -0.8572 -0.3794 -0.16
H -0.891238 1.681122 0.453626 -0.9913 -0.1043 0.2048 -0.07
S -1.488172 -1.600699 -0.093312 0.7071 -0.0936 -0.5651 0.73
S 1.293960 1.393252 -0.235281 -0.5492 -0.5586 -1.2184 0.67
H -1.943578 0.554346 0.268322 0.0426 1.2485 0.4533 -0.08
H -0.363729 0.550903 -1.811871 -0.3613 -0.2617 0.2197 0.01
H -0.271548 2.325877 -1.800928 -0.6491 0.2874 0.1886 0.02
H 0.537261 -2.802441 0.206387 -0.1602 1.6460 -0.3266 0.10
H 0.805642 -1.187535 -0.563217 0.2904 0.6707 -0.6187 0.04
H 1.668661 -0.844872 1.665574 0.7419 0.0121 -0.1074 0.05
C 0.304575 1.421447 -1.761107 2.6615 0.0780 -0.7383 -0.51
C 0.242607 -1.687227 0.243868 -0.4737 -1.9297 0.8794 -0.74
H 0.054308 -0.066855 1.592174 0.7741 -1.0261 0.2829 0.03
H 0.277666 -1.643081 2.442735 0.2851 0.4670 -0.8978 0.09
C 0.623251 -1.042031 1.553996 -1.9773 0.6739 1.4701 -0.25
H 1.016247 1.424026 -2.656074 -1.0775 -0.2524 1.1531 0.05